# 1
Computed, not measured: a molecular structure, Br2HNS, with ωB97M-V with the def2-TZVPD basis set.

```
5
Properties=species:S:1:pos:R:3:forces:R:3
N -1.17913 0.27569 -0.45114 0.51 0.00 -0.51
S 0.20653 -0.20635 -0.70457 0.29 1.16 0.53
Br 0.75836 -2.03677 0.43343 0.00 0.24 0.13
Br 2.01356 1.70184 0.38005 -0.93 -1.16 -0.48
H -1.79931 0.26558 0.34224 0.13 -0.25 0.33
```
Forces are in eV/Å.

LUMO (alpha / beta) in eV: -2.6 / -2.3
Energy in hartree: -5601.5064
ΔE to the lowest compared entry with this formula, charge and spin in kJ/mol: 46.3
Total charge: 0
Max |F| in eV/A: 1.6
Multiplicity: 1

---

# 2
Computed, not measured: 2 unconnected molecules or ions with the total composition Br2HOPS, with ωB97M-V with the def2-TZVPD basis set.

```
6
Properties=species:S:1:pos:R:3:forces:R:3
O 1.93301 -0.01944 0.08307 0.53 -0.03 1.49
P 0.84896 -0.72034 -0.83379 -1.76 1.42 0.47
S -1.50129 1.02657 -1.07271 0.28 -0.10 0.29
Br -0.25615 -2.15985 0.38046 0.31 -0.17 0.21
Br -3.11160 1.87160 0.36377 1.42 -0.87 -0.64
H 2.08707 0.00146 1.07919 -0.78 -0.25 -1.82
```
Forces are in eV/Å.

LUMO in eV: -2.2
Energy in hartree: -5963.3807
ΔE to the lowest compared entry with this formula, charge and spin in kJ/mol: 287.7
Total charge: 0
Max |F| in eV/A: 2.3
Multiplicity: 1

---

# 3
Computed, not measured: Br3Cl3Si2 in the gas phase, with ωB97M-V with the def2-TZVPD basis set.

```
8
Properties=species:S:1:pos:R:3:forces:R:3
Si 0.76809 -0.00002 -0.00003 -0.31 0.00 0.00
Si -1.54618 0.00000 -0.00002 -1.27 0.00 0.00
Cl 1.40365 0.71982 1.76806 0.13 0.14 0.33
Cl 1.40382 1.17126 -1.50740 0.13 0.22 -0.29
Cl 1.40383 -1.89109 -0.26063 0.14 -0.36 -0.05
Br -2.42602 -0.77074 -1.89365 0.39 0.05 0.13
Br -2.42586 -1.25458 1.61436 0.39 0.09 -0.11
Br -2.42582 2.02538 0.27937 0.39 -0.14 -0.02
```
Forces are in eV/Å.

LUMO in eV: 0.2
SMILES: Cl[Si](Cl)(Cl)[Si](Br)(Br)Br
Energy in hartree: -9681.9213
ΔE to the lowest compared entry with this formula, charge and spin in kJ/mol: 0.0
Total charge: 0
Max |F| in eV/A: 1.3
Multiplicity: 1

---

# 4
Computed, not measured: a molecular structure, Br4Hf, with ωB97M-V with the def2-TZVPD basis set.

```
5
Properties=species:S:1:pos:R:3:forces:R:3
Hf -0.11349 0.06412 -0.10986 0.74 -0.60 0.87
Br -0.36671 -2.60483 0.41706 -0.02 2.21 -0.80
Br -2.26573 0.58868 1.57025 2.20 -0.28 -1.48
Br 2.61069 -0.45683 -0.51095 -2.43 0.65 0.61
Br 0.13524 2.40886 -1.36651 -0.49 -1.98 0.80
```
Forces are in eV/Å.

LUMO in eV: -3.2
Energy in hartree: -10344.2083
ΔE to the lowest compared entry with this formula, charge and spin in kJ/mol: 84.4
Total charge: 0
Max |F| in eV/A: 2.7
Multiplicity: 1

---

# 5
Computed, not measured: a molecular structure, Br4Mg, with ωB97M-V with the def2-TZVPD basis set.

```
5
Properties=species:S:1:pos:R:3:forces:R:3
Mg -0.12482 0.07498 -0.06031 0.47 -0.04 -0.38
Br 1.51099 1.83480 -0.66005 0.02 -0.09 0.01
Br 0.21098 -0.22482 2.35587 0.24 -0.26 0.21
Br -2.41735 0.43126 -0.47806 -0.64 0.07 -0.22
Br 0.82020 -2.11623 -1.15744 -0.08 0.31 0.37
```
Forces are in eV/Å.

LUMO (alpha / beta) in eV: 3.1 / -1.8
Energy in hartree: -10496.4113
Expectation value of S²: 0.76
ΔE to the lowest compared entry with this formula, charge and spin in kJ/mol: 0.0
Total charge: -1
Max |F| in eV/A: 0.7
Multiplicity: 2

---

# 6
Computed, not measured: a molecular structure, Br5I2In2O2V, with ωB97M-V with the def2-TZVPD basis set.

```
12
Properties=species:S:1:pos:R:3:forces:R:3
In 5.65615 -0.75494 -4.57645 -0.86 -1.51 -0.46
In 0.49692 -0.15114 2.75807 -1.21 0.55 -0.25
O -4.49284 1.61537 2.39750 0.54 0.49 -1.69
V -3.68910 1.65950 1.00478 -0.15 2.09 2.57
O -4.02168 2.86455 0.03399 -0.18 -0.31 0.62
I -0.75231 2.24941 2.63000 -0.30 -0.49 -0.21
I 1.46282 -2.62305 -3.52433 0.07 0.01 -0.03
Br -0.30259 -3.38692 -1.99372 -0.03 0.02 0.04
Br 6.74549 1.28045 -3.93397 0.82 1.50 0.48
Br -3.39447 -0.31029 0.10112 0.36 -2.25 -1.13
Br -0.53649 -2.31340 2.64414 -0.31 -0.23 0.09
Br 2.82810 -0.12953 2.45885 1.26 0.12 -0.04
```
Forces are in eV/Å.

LUMO in eV: -2.0
Energy in hartree: -14940.3811
Total charge: 0
Max |F| in eV/A: 3.3
Multiplicity: 1